Computed, not measured: a gas-phase ion, C5H6NO2 (charge -1) at a distorted geometry, with ωB97M-V/def2-TZVPD.

Geometry as XYZ:
```
14
Properties=species:S:1:pos:R:3:lowdin_charge:R:1
C 0.79 -1.28 0.46 -0.120
C 2.13 -0.91 0.26 -0.231
C 1.64 1.09 -0.85 0.027
C -0.27 -0.41 0.38 -0.143
C -2.18 0.87 0.01 -0.057
N -1.31 -0.30 -0.32 -0.414
O -1.80 -1.10 -1.15 -0.196
O 2.48 0.33 -0.14 -0.202
H 0.52 -2.17 1.03 0.091
H 2.89 -1.56 0.41 0.051
H 2.18 2.08 -0.74 -0.016
H -2.60 0.56 1.02 0.086
H -1.45 1.65 0.23 0.056
H -3.05 1.15 -0.60 0.068
```

The HOMO energy comes out at -2.5974 eV. Its multiplicity is 1. As for the total charge: -1. The value obtained for the energy above the lowest of the compared OMol25 structures with the same formula, charge and spin is 6.730 eV. Its HOMO-LUMO gap is 6.685 eV.